Here is C16H15BF4FeN4O5S2 as an isolated structure from OMol25. Energies are from ωB97M-V with the def2-TZVPD basis set.

* relative energy (zero: lowest compared OMol25 entry of this formula, charge and spin): 1.34 kcal per mole
* HOMO-LUMO gap (alpha / beta): 7.15 / 7.16 eV
* E_tot: -3698.80711 a.u.
* spin multiplicity: 5
* ⟨S²⟩: 6.01
* net charge: -2

Structure (XYZ):
```
48
Properties=species:S:1:pos:R:3:mulliken_charge:R:1
Fe -1.4380 -0.4066 -0.5295 0.525
O 2.6884 1.2090 4.9470 -0.731
C 3.1540 0.7102 3.9045 0.433
O 4.3220 0.3623 3.6352 -0.746
C 2.1222 0.4683 2.7708 0.318
C 2.5168 -0.0471 1.5431 -0.908
C 1.5809 -0.2400 0.5395 -0.852
N 0.2900 0.0634 0.7000 0.876
C -0.1039 0.5620 1.8824 0.527
C 0.7752 0.7737 2.9307 -0.685
C -1.5725 0.9632 1.9830 0.218
O -1.9460 1.5904 2.9696 -0.763
O -2.2910 0.6718 0.9609 -0.668
H 3.5597 -0.2888 1.3901 0.487
H 1.8616 -0.6246 -0.4323 0.624
H 0.4184 1.1950 3.8590 0.580
O -1.4601 -2.1778 0.6112 -0.760
N -2.1785 -3.2035 0.2184 0.399
C -2.2925 -4.2355 1.0820 -0.211
C -3.0134 -5.3583 0.7787 -0.701
C -3.6450 -5.4231 -0.4668 -0.059
C -3.5219 -4.3693 -1.3341 -0.870
C -2.7774 -3.2146 -1.0146 0.514
S -2.5812 -1.8977 -2.0748 -0.465
H -1.7643 -4.0731 2.0090 0.418
H -3.0765 -6.1596 1.5004 0.370
H -4.2236 -6.2945 -0.7464 0.344
H -3.9927 -4.3826 -2.3068 0.371
S -2.0015 1.7017 -2.0711 -0.464
C -0.5726 2.4540 -1.5264 0.148
N 0.5351 2.4227 -2.2705 -0.059
C 1.8457 2.7893 -1.7530 -0.386
C 1.6902 3.9578 -0.7961 -0.820
C 0.6712 3.6002 0.2712 -0.186
N -0.5568 3.1342 -0.3658 -0.117
H 0.5067 1.7789 -3.0559 0.416
H 2.4779 3.0531 -2.6008 0.404
H 2.3071 1.9320 -1.2550 0.125
H 1.3569 4.8389 -1.3520 0.316
H 2.6457 4.1891 -0.3246 0.407
H 0.4260 4.4641 0.8897 0.368
H 1.0790 2.8303 0.9300 -0.014
H -1.3675 2.9574 0.2118 0.285
F 0.4939 -0.5001 -2.2667 -0.011
B 1.5154 -0.4764 -3.2606 0.234
F 1.2744 0.6438 -4.0995 -0.437
F 1.5094 -1.6497 -4.0006 -0.371
F 2.7528 -0.2940 -2.6145 -0.423
```